Formula: C18H16AsN4S4SeTi
Source: the Open Molecules 2025 dataset
Level of theory: ωB97M-V/def2-TZVPD

As for the charge: 0. The spin multiplicity is 2. As for the orbital gap (alpha / beta): 5.72 / 5.57 eV.

Cartesian coordinates (Å):
C  -0.25731  3.07442  0.99843
C  -0.20728  -0.96264  -1.09771
N  0.91895  -1.41453  -0.53792
C  -0.24351  -3.33723  0.24903
Se  2.72665  1.41010  1.05643
H  0.56021  3.76365  -3.38938
C  -0.91615  2.24018  -2.99583
C  -1.13178  1.01459  -2.39674
N  1.12399  0.92450  -1.69273
N  -0.13816  1.71860  1.52867
C  -0.08175  0.36947  -1.76958
H  -1.72268  2.73918  -3.51906
S  3.24344  -0.54241  -3.28839
H  0.71452  3.36976  0.62080
C  0.33980  2.81108  -2.92509
H  -1.06965  -2.02750  3.62155
N  0.68738  -0.08066  2.37919
H  1.38988  -0.76160  2.62034
H  2.33278  2.51549  -2.17294
S  3.05575  -3.66244  -1.87140
H  -0.20910  -4.28383  0.77300
C  -1.48728  -1.12075  3.20026
As  4.48161  -2.16325  -2.25361
C  -1.40504  -2.87071  -0.32607
H  -0.98731  3.08370  0.19215
C  -2.57397  1.26686  2.08428
H  -2.29842  -1.26653  -1.44124
Ti  2.59339  -0.44821  -1.08421
C  -3.38690  0.31094  2.67413
C  0.90801  -2.58451  0.13596
H  1.84018  -2.88560  0.58145
H  -2.10622  0.54781  -2.43906
C  -1.39267  -1.65717  -0.99625
C  -0.68758  -0.15962  2.60427
H  -4.45638  0.47564  2.71231
S  4.67275  -1.02442  -0.28242
H  -2.32363  -3.44090  -0.25318
C  1.01183  1.03553  1.70723
H  -2.98177  2.17579  1.65765
H  -3.51299  -1.58717  3.68143
C  -1.21474  0.99712  2.06725
S  6.27832  -2.58138  -3.16752
C  -2.84901  -0.86465  3.22510
C  1.33088  2.12939  -2.26108
H  -0.56904  3.75393  1.79049

Atomic forces in eV per Å
0.0 -0.4 0.0
-0.2 0.8 -0.2
-0.9 -0.9 0.7
0.4 -0.2 0.3
-0.4 -0.1 0.2
0.0 -0.1 0.0
-0.4 -0.1 0.0
-0.5 0.0 -0.2
-0.3 1.0 -0.6
-0.3 0.4 0.0
-0.3 -0.5 0.4
0.0 0.0 0.0
-0.1 0.1 0.1
0.1 0.0 0.0
0.3 0.3 0.0
0.0 0.1 0.0
-0.1 -0.4 0.2
0.0 0.0 0.0
0.2 0.0 0.0
-0.1 0.0 0.1
0.0 0.1 0.0
-0.1 -0.1 0.0
0.3 -0.1 -0.1
-0.4 0.2 -0.2
0.0 0.0 -0.1
-0.1 0.0 0.0
0.1 -0.1 0.0
2.5 0.2 0.1
0.1 -0.1 0.1
-0.3 0.4 -0.2
0.2 -0.1 -0.1
0.0 0.0 0.0
-0.5 -0.2 -0.1
0.5 -0.3 0.1
0.0 0.0 0.0
-0.1 -0.1 0.0
0.1 0.0 0.0
0.0 0.2 -0.3
0.0 -0.1 0.0
0.0 0.0 0.0
0.2 0.5 -0.4
0.1 0.1 0.0
-0.1 0.1 -0.1
0.0 -0.5 0.3
0.0 0.0 0.0

---

Formula: C18H16Cl2N2O3S
Source: the Open Molecules 2025 dataset
Level of theory: ωB97M-V/def2-TZVPD

As for the charge: 0. The spin multiplicity is 1. As for the orbital gap: 8.37 eV. Its SMILES is O=C(/C=C/c1cccc([N+](=O)[O-])c1)NCCSCc1ccc(Cl)cc1Cl.

Cartesian coordinates (Å):
H  1.80107  -0.19849  -0.96872
Cl  -2.40474  -0.46212  1.34385
H  2.52550  1.80930  2.59752
C  -0.63915  1.57288  -3.73184
C  -0.94755  -0.94140  3.99374
H  1.41094  -2.02446  3.54382
S  -0.88372  -2.70821  3.49200
N  0.89164  -2.72778  0.96381
C  0.93463  1.67394  1.17016
C  -1.72787  -0.84978  -3.04424
C  1.30594  -3.57793  2.05074
H  -2.01480  -0.73932  4.08043
H  1.41692  0.34097  4.22045
N  -0.06746  2.85240  -4.08499
H  -0.79055  1.34461  -0.06134
H  -2.16218  -1.80120  -2.77381
C  0.92541  -2.98800  3.40515
C  -0.55323  -0.43340  -2.40797
C  -0.89283  0.25533  1.77576
H  -0.53487  -2.17669  -1.16536
H  -0.47820  -0.86209  4.97351
C  1.76247  -1.91326  0.31763
C  1.56261  1.38196  2.37054
O  0.93225  3.20367  -3.49745
C  -0.29799  1.11458  0.86925
C  -0.29999  -0.03589  3.00423
H  1.20203  -3.66694  4.21083
C  -1.80420  1.15183  -4.36312
H  -2.26236  1.78253  -5.10879
C  0.93779  0.54197  3.27309
C  1.17324  -1.04273  -0.72655
O  2.95527  -1.90680  0.55747
Cl  1.67955  2.73297  0.03072
C  0.03528  -1.28221  -1.38300
H  0.84278  -4.56188  1.93081
H  0.88798  1.17812  -2.30966
H  -0.10115  -2.57348  0.87860
C  -2.34321  -0.07105  -4.00867
H  2.39293  -3.67454  1.98700
C  -0.01219  0.80042  -2.76817
H  -3.24774  -0.41729  -4.48420
O  -0.62598  3.49732  -4.94593

Atomic forces in eV per Å
0.0 0.1 0.0
-0.2 0.0 -0.1
0.1 0.1 0.0
-0.5 -1.1 0.3
0.0 -0.6 -0.1
0.1 0.0 0.0
0.2 0.1 0.1
-0.2 -0.2 0.0
-0.2 -0.2 0.3
0.2 0.1 0.1
0.1 0.0 0.1
0.0 0.0 0.1
0.0 0.0 0.1
0.2 0.5 -0.1
0.0 0.0 -0.1
0.0 -0.1 0.1
-0.5 -0.1 0.0
-0.4 0.3 -0.5
0.3 0.2 0.1
0.0 -0.1 0.1
-0.1 0.1 0.0
-0.2 -0.2 0.1
0.0 0.1 -0.2
0.2 0.1 0.1
0.0 0.1 0.1
0.0 0.1 -0.1
0.1 0.1 0.0
0.2 0.2 0.0
0.0 0.0 0.0
-0.2 0.0 -0.1
-0.2 0.0 -0.4
0.3 0.2 0.0
0.1 0.1 -0.1
0.5 -0.2 0.4
0.1 0.0 0.0
0.0 0.0 0.0
0.1 0.1 0.0
0.1 0.0 0.0
-0.2 -0.1 0.0
0.0 0.1 -0.1
-0.1 0.0 0.0
-0.1 0.2 -0.2

---

Formula: C18H16F3NO3
Source: the Open Molecules 2025 dataset
Level of theory: ωB97M-V/def2-TZVPD

As for the charge: 0. The spin multiplicity is 1. The relative energy (zero: lowest compared OMol25 entry of this formula, charge and spin) comes out at 4.7701 eV. As for the orbital gap: 5.00 eV.

Cartesian coordinates (Å):
H  5.05934  -0.53903  0.86232
F  -0.02472  -4.83074  7.00243
C  -0.48041  -3.53224  7.08126
C  4.15982  -0.59283  5.17278
C  -1.93114  1.35436  3.38384
C  2.86441  -0.91191  5.54013
H  2.55956  -1.94986  5.55676
H  4.02597  0.82411  0.41454
C  2.43337  1.48018  5.71906
C  0.34124  -2.51698  6.61484
C  4.63547  0.71320  5.07264
H  -1.32216  2.22811  3.13005
H  0.00115  0.89868  6.21609
O  -1.64676  -1.00153  3.56851
H  1.31558  -2.76560  6.21619
C  -1.74587  -3.31885  7.62751
C  3.07760  -0.65234  1.66171
H  -2.71226  1.21514  2.62922
C  3.72953  1.75340  5.33910
H  -2.36164  -4.13447  7.98624
H  5.66543  0.89721  4.77992
H  4.70494  0.72312  2.05829
C  4.28558  0.14061  1.23063
H  4.05865  2.78870  5.24013
O  0.98461  -1.66577  2.60872
F  5.00816  -1.61917  4.81840
C  0.57656  -0.02711  6.14749
C  -0.11637  -1.16509  6.64732
H  2.58538  -1.11222  0.79101
H  -2.43241  1.52365  4.34544
C  -1.08555  0.09463  3.45835
C  1.94757  0.13999  5.82130
N  0.22631  0.40299  3.44319
H  -1.76447  0.09350  7.30897
H  1.72572  2.28661  5.92280
C  1.05003  -0.44691  2.78064
F  -3.40791  -1.72739  8.22501
H  3.36901  -1.45266  2.35643
C  -2.16841  -1.98549  7.68623
O  2.16458  0.24031  2.30975
C  -1.40345  -0.93264  7.23253

Atomic forces in eV per Å
-0.1 0.1 0.0
-0.5 1.4 0.1
0.4 -0.7 -0.1
0.4 -0.6 -0.4
-0.3 0.3 0.0
-0.1 0.4 0.0
0.4 0.3 -0.2
0.1 0.0 0.2
-0.7 -0.5 -0.1
-0.2 0.4 0.0
-0.7 -0.1 0.2
-0.2 -0.2 0.1
0.2 -0.2 -0.1
0.7 0.8 -0.1
-0.5 -0.3 0.1
0.4 0.8 -0.3
0.2 0.0 -0.1
0.1 0.0 0.2
0.6 -0.1 0.1
0.1 0.1 -0.1
-0.2 0.0 0.0
-0.1 -0.1 -0.1
0.1 0.2 -0.2
-0.1 -0.3 0.1
-0.2 1.3 0.2
-0.8 0.9 0.5
0.1 0.2 -0.1
-1.1 -1.3 0.4
0.1 0.0 0.3
0.0 0.0 -0.1
-1.9 -0.7 0.5
1.3 0.3 -0.3
1.0 0.2 0.0
-0.1 -0.4 0.0
0.3 -0.2 -0.2
1.0 -1.4 0.3
1.3 -0.2 -0.5
-0.2 0.1 -0.2
-0.8 -0.3 0.5
-0.5 -0.7 0.3
0.6 0.3 -0.6